Below is one molecule with the formula C28H24F2N4O4 at a distorted geometry, with properties calculated with ωB97M-V/def2-TZVPD.

XYZ file:
```
62
Properties=species:S:1:pos:R:3:forces:R:3:mulliken_charge:R:1
N -4.2430 -4.2934 0.2310 -0.209 -0.404 -0.371 -0.3613
C -3.6055 -3.4848 1.1080 -0.268 0.383 0.129 0.3575
O -2.7179 -3.8765 1.8280 0.279 -0.080 0.279 -0.6156
C -4.0796 -2.0396 1.0678 0.177 -0.044 -0.156 -0.8411
C -3.3673 -1.3226 -0.0871 0.005 -0.054 0.004 -1.3497
N -3.8230 0.0505 -0.2079 -0.303 -0.194 0.337 -0.0412
C -3.8886 0.6524 -1.4230 -0.256 0.340 0.211 0.4322
O -4.0045 0.0373 -2.4605 0.094 -0.151 -0.381 -0.6711
C -3.8197 2.1734 -1.3395 0.143 -0.028 -0.146 -1.0531
C -2.6987 2.6091 -0.4326 -0.246 0.289 0.213 0.2381
C -2.9786 3.2911 0.7257 -0.090 -0.162 -0.319 -0.2756
C -1.9640 3.6901 1.6073 0.370 0.049 0.146 -0.9171
C -0.6598 3.4038 1.3257 -0.247 0.154 0.130 -0.9403
C -0.3219 2.6981 0.1524 -0.187 -0.068 -0.211 0.7252
C 1.0221 2.3918 -0.1500 0.147 -0.022 -0.111 -0.5125
C 1.3453 1.6894 -1.2759 0.107 0.170 0.159 -0.4962
C 0.3334 1.2631 -2.1478 -0.183 -0.012 -0.115 -1.0208
C -0.9772 1.5564 -1.8918 0.077 -0.055 -0.134 -0.6596
C -1.3484 2.2822 -0.7393 0.255 0.179 0.222 1.1533
H -1.7348 1.2251 -2.5833 -0.096 -0.058 -0.114 0.4030
H 0.5966 0.7066 -3.0354 -0.013 -0.053 -0.085 0.4201
H 2.3768 1.4674 -1.5094 0.111 -0.016 0.022 0.5664
H 1.7892 2.7282 0.5335 0.095 0.021 0.068 0.4188
H 0.1287 3.7033 1.9994 0.090 0.017 0.093 0.4221
H -2.2263 4.2222 2.5088 0.011 0.052 0.098 0.4077
H -4.0042 3.5353 0.9678 -0.110 0.005 -0.037 0.3898
H -3.6877 2.5616 -2.3510 -0.071 -0.102 0.018 0.3392
H -4.7723 2.5449 -0.9556 0.023 0.007 -0.028 0.3945
H -3.6309 0.6450 0.5864 0.059 0.046 -0.134 0.4286
C -1.8670 -1.3171 0.0986 0.143 -0.109 -0.212 0.8986
C -1.2974 -0.6022 1.1240 0.177 -0.095 -0.031 0.1152
C 0.0883 -0.4931 1.2659 -0.666 -0.770 -0.955 -0.9559
C 0.9561 -1.1393 0.3473 -0.250 0.077 0.218 1.0498
N 2.2903 -1.0373 0.4500 0.688 0.319 0.343 -0.1183
H 2.6356 -0.5415 1.2676 -0.210 -0.175 -0.284 0.3718
C 3.2478 -1.5679 -0.4807 -0.145 -0.365 -0.210 -0.8360
C 4.6077 -0.9543 -0.2787 0.177 -0.202 -0.054 0.1123
C 4.7781 0.3434 0.1851 0.299 0.076 0.020 -0.2591
C 6.0555 0.8555 0.3288 -0.001 -0.212 -0.102 -0.0563
C 7.1875 0.1205 0.0253 -0.214 0.195 0.070 -0.5082
C 7.0280 -1.1709 -0.4429 -0.245 -0.135 -0.041 -0.6566
C 5.7524 -1.6825 -0.5889 -0.027 0.220 0.088 0.3444
F 5.6134 -2.9431 -1.0533 -0.010 -0.003 -0.007 -0.3336
H 7.8778 -1.7846 -0.6942 0.077 -0.080 -0.029 0.4468
H 8.1653 0.5549 0.1534 0.093 0.065 0.022 0.4551
F 6.1967 2.1166 0.7729 0.009 0.056 0.035 -0.3153
H 3.9334 0.9642 0.4378 -0.129 0.082 0.041 0.4927
H 2.9219 -1.3524 -1.5080 0.008 -0.092 0.054 0.3877
H 3.3280 -2.6595 -0.3817 -0.006 0.157 -0.133 0.5189
C 0.3442 -1.8847 -0.6819 0.181 -0.032 0.043 -0.7946
C -1.0180 -1.9629 -0.8053 -0.096 0.150 0.279 -0.9933
H -1.4459 -2.5316 -1.6173 -0.042 -0.073 -0.122 0.4603
H 0.9671 -2.4091 -1.3873 0.103 -0.049 -0.073 0.4862
N 0.5519 0.3152 2.3255 0.105 0.502 0.689 1.3670
O -0.2658 0.8634 3.0419 0.080 0.027 0.119 -0.6991
O 1.7646 0.4594 2.4870 0.136 0.097 0.143 -0.8342
H -1.9008 -0.0875 1.8570 -0.033 0.052 0.026 0.6707
H -3.6153 -1.8061 -1.0384 0.067 0.061 0.177 0.6401
H -5.1589 -1.9885 0.9232 -0.033 0.047 0.006 0.4909
H -3.8174 -1.5652 2.0133 -0.033 -0.060 0.037 0.2624
H -4.9745 -3.9631 -0.3720 0.008 0.011 0.045 0.2013
H -3.9690 -5.2601 0.1741 0.026 0.051 0.011 0.2466
```
Forces are in eV/Å.

Summary:
Maximum force ... 0.0271 hartree/bohr
ΔE to the lowest compared entry with this formula, charge and spin ... 11.5 kJ/mol
Electronic energy ... -49010.595 eV
Total charge ... 0
HOMO energy ... -8.2 eV
Gap between HOMO and LUMO ... 7.718 eV
SMILES ... NC(=O)C[C@@H](NC(=O)Cc1cccc2ccccc12)c1ccc(NCc2cc(F)ccc2F)c([N+](=O)[O-])c1
LUMO level ... -0.489 eV

***

Below is C4H7O3Pt as an isolated structure at a distorted geometry, with properties calculated with ωB97M-V/def2-TZVPD.

XYZ file:
```
15
Properties=species:S:1:pos:R:3:forces:R:3:mulliken_spin:R:1
O -0.5505 0.1971 -0.0745 0.944 0.894 -0.526 0.0318
O 0.6140 -1.7607 0.3270 0.196 1.210 -1.212 0.0606
O 1.5873 0.2516 -0.0736 1.006 0.678 -0.544 0.1869
C 0.6205 -0.6428 -0.0120 -1.565 -3.650 2.126 -0.0144
Pt 0.8402 2.0295 0.2364 -0.157 2.212 0.111 1.6964
C -1.7268 -0.3001 -0.0331 -2.384 -0.475 0.570 0.0007
C -2.8692 0.5614 -0.0246 0.769 -0.084 0.118 0.0001
H -1.7947 -1.3897 0.0894 0.043 -0.045 -0.305 0.0019
H -3.4883 0.2747 -0.8972 -0.264 -0.025 -0.041 -0.0003
H -2.6199 1.6255 -0.0005 -0.269 -0.136 -0.132 0.0004
H -3.4833 0.2452 0.8422 -0.224 -0.043 -0.067 0.0000
C 2.9949 -0.2070 -0.0987 2.077 -0.425 0.086 0.0123
H 2.9986 -1.2387 -0.4560 -0.030 0.142 -0.168 0.0115
H 3.3728 -0.1534 0.9243 -0.130 0.003 0.059 0.0081
H 3.5045 0.5072 -0.7491 -0.011 -0.256 -0.077 0.0040
```
Forces are in eV/Å.

Summary:
Maximum force ... 0.0876 hartree/bohr
Expectation value of S² ... 2.00
Electronic energy ... -13607.648 eV
Total charge ... +3
HOMO energy (spin up / spin down) ... -26.6 / -26.7 eV
Gap between HOMO and LUMO (spin up / spin down) ... 9.835 / 7.465 eV
LUMO level (spin up / spin down) ... -16.777 / -19.199 eV
Multiplicity ... 3

***

Below is C20H40O15 as an isolated structure at a distorted geometry, with properties calculated with ωB97M-V/def2-TZVPD.

XYZ file:
```
75
Properties=species:S:1:pos:R:3:forces:R:3:mulliken_charge:R:1
C -3.5780 -1.3600 0.6111 0.307 0.418 -1.282 -1.3609
C -2.5049 -1.0903 -0.4933 -0.279 -1.553 3.008 1.1833
O -2.7143 0.1911 -1.0563 -0.240 2.856 -0.739 -0.3735
C -2.4570 1.3918 -0.3833 -0.216 -1.575 1.311 0.9359
O -1.8730 1.4327 0.7061 -8.362 3.027 -5.245 -0.4624
O -2.9414 2.4638 -1.0717 0.368 -2.409 -0.193 -0.3782
C -3.0786 3.6703 -0.3626 -0.211 1.087 0.800 -0.6183
H -3.5022 -2.3866 0.9695 0.196 0.273 0.316 0.3455
H -4.5794 -1.2217 0.2033 -0.036 -0.058 -0.222 0.4000
H -3.4553 -0.5965 1.3792 0.082 -0.449 0.310 0.2760
H -2.4234 -1.9435 -1.1669 -0.960 0.784 -1.248 0.5099
H -1.5297 -1.2458 -0.0319 -0.552 0.667 0.104 -0.5374
H -4.0069 3.7345 0.2050 0.002 -0.718 0.359 0.2770
H -3.2316 4.5028 -1.0494 0.704 -0.313 -0.441 0.2706
H -2.2303 3.8199 0.3054 -0.092 0.206 -0.098 0.2946
C 1.1080 0.7447 -2.2017 -2.268 0.252 5.080 -2.0769
C 0.1487 -0.3620 -1.7690 -2.497 2.252 -2.762 0.3557
O 0.6440 -1.1287 -0.7349 0.899 -0.950 0.776 -0.0212
C 0.6399 -0.6239 0.4629 4.881 0.861 -5.674 0.4289
O 1.3750 -1.0475 1.3710 5.219 -1.486 -4.516 -0.6203
O -0.3181 0.2620 0.6316 7.065 6.619 -12.578 -0.3993
C -0.3854 0.9919 1.8511 6.970 17.246 -0.670 -1.7602
H 1.0565 1.4627 -1.3832 0.170 -0.846 -1.260 -0.0841
H 0.8113 1.2498 -3.1209 -1.579 0.146 2.024 0.9946
H 2.1085 0.3158 -2.2587 -1.188 1.681 2.470 0.1337
H -0.1728 -0.9503 -2.6284 0.688 -0.740 0.324 1.2080
H -0.8279 0.0594 -1.5309 0.793 0.162 0.260 -0.4795
H -0.4498 2.0370 1.5485 1.543 0.309 -0.156 1.1812
H 0.4627 0.9017 2.5300 0.968 1.804 -1.628 0.4063
H -1.2543 0.6390 2.4066 -1.351 7.567 0.511 0.0853
C 0.9382 3.8059 -1.5745 0.774 0.534 0.813 -0.9963
C 0.7761 3.2314 -0.1534 -1.293 2.030 -1.363 0.4436
O 1.7496 2.2453 -0.0605 0.064 0.909 -2.785 -0.2246
C 2.1198 1.8280 1.0418 2.640 -0.424 8.105 0.9129
O 1.8457 2.3275 2.1535 1.224 -0.430 -2.242 -0.6696
O 2.9399 0.7683 0.9177 0.444 0.611 -0.944 -0.2126
C 3.6660 0.1462 2.0015 0.166 0.055 -0.163 -0.8368
H 0.0939 4.4403 -1.8446 -0.102 -0.321 -0.198 0.4480
H 1.1896 3.0059 -2.2709 -0.533 0.603 -0.077 0.1536
H 1.8180 4.4491 -1.5579 0.064 0.140 -0.093 0.4217
H -0.2276 2.8235 -0.0336 0.322 -0.254 -0.017 -0.8258
H 0.8947 4.0087 0.6015 0.209 -0.190 0.090 0.7055
H 3.8200 -0.8866 1.6891 -0.552 0.027 0.133 0.2950
H 3.1692 0.2162 2.9692 -0.149 0.033 -0.287 0.3475
H 4.6851 0.5266 2.0720 -0.191 0.679 -0.059 0.2787
C 1.6070 -2.7561 -2.6216 0.133 0.290 -0.463 -1.0914
C 2.4457 -1.4574 -2.9201 -0.045 -1.527 -0.259 -0.3320
O 1.7024 -0.5673 -3.7842 0.665 -4.395 -2.215 -0.3951
C 2.0082 0.6778 -3.9128 4.744 2.332 -2.843 1.0539
O 3.0472 1.2795 -3.5718 -1.483 -1.101 -1.922 -0.7460
O 1.0740 1.1666 -4.7662 -1.432 -0.917 -0.282 -0.3967
C 1.2627 2.3496 -5.4362 1.439 0.954 -2.295 -0.6869
H 2.1934 -3.5190 -2.1094 0.526 0.183 -0.240 0.4376
H 1.2359 -3.1875 -3.5513 0.211 0.020 -0.142 0.3594
H 0.7490 -2.6560 -1.9568 0.361 0.199 -0.476 0.1056
H 3.3763 -1.7244 -3.4210 -0.091 0.006 -0.106 0.5182
H 2.7218 -0.9309 -2.0066 0.182 -0.516 0.041 0.5036
H 0.5301 2.4860 -6.2317 -0.479 -0.595 0.292 0.2801
H 2.1831 2.1526 -5.9859 0.403 1.057 -0.026 0.3487
H 1.2643 3.3141 -4.9285 0.300 -0.395 0.834 0.2390
C -2.1977 -4.5577 5.5529 0.693 0.081 -0.120 -1.0690
C -1.2941 -4.8402 4.3370 -0.617 0.186 1.034 -0.2672
O -1.5749 -3.7457 3.4271 1.658 0.446 -0.431 -0.2882
C -0.6504 -2.6791 3.3423 -1.667 0.398 -1.451 0.4398
O 0.4073 -2.5874 3.8952 -0.325 -0.268 0.110 -0.5393
O -1.2210 -1.7441 2.4943 -1.008 -6.277 2.168 -0.1956
C -0.6051 -0.5529 2.1561 -6.872 -14.715 11.603 -0.4408
H -3.2338 -4.4844 5.2225 0.027 -0.203 -0.033 0.2684
H -1.9472 -3.5877 5.9825 0.131 -0.017 0.070 0.2800
H -2.1024 -5.3136 6.3323 -0.040 -0.077 -0.045 0.3965
H -1.5467 -5.8349 3.9699 -0.754 0.391 -1.058 0.3064
H -0.2447 -5.0490 4.5453 0.247 1.181 0.272 0.3337
H -1.3048 0.0668 1.5954 -5.973 -8.026 0.474 0.5877
H 0.2567 -0.7575 1.5210 -5.595 -2.613 12.220 -0.5215
H -0.4607 0.1892 2.9413 0.551 -7.206 5.435 0.1559
```
Forces are in eV/Å.

Summary:
Maximum force ... 0.3882 hartree/bohr
ΔE to the lowest compared entry with this formula, charge and spin ... 3271.8 kJ/mol
Electronic energy ... -52067.816 eV
Total charge ... 0
HOMO energy ... -6.4 eV
Gap between HOMO and LUMO ... 6.970 eV
LUMO level ... 0.523 eV

***

Below is C23H30Cl2N9PSTi as an isolated structure at a distorted geometry, with properties calculated with ωB97M-V/def2-TZVPD.

XYZ file:
```
67
Properties=species:S:1:pos:R:3:forces:R:3:mulliken_charge:R:1
Ti 0.3021 0.2010 0.3676 0.875 -0.801 -0.874 -0.0568
C -4.6454 1.9822 2.3335 0.081 -0.007 -0.056 -0.7937
N -3.4336 1.9960 1.5121 -0.055 0.084 -0.028 0.1456
C -3.1287 2.9465 0.5757 -0.067 -0.010 0.055 -0.6332
C -1.9367 2.5850 0.0286 0.064 -0.107 -0.107 -0.6900
N -1.5078 1.4247 0.6176 -0.303 0.291 0.238 1.0097
C -2.4344 1.0922 1.5145 0.095 -0.133 0.012 -0.3090
P -2.3542 -0.3462 2.6343 -0.144 0.011 0.034 -0.3551
C -0.6865 -0.0196 3.2860 -0.056 0.022 -0.105 -0.1814
N 0.3641 0.2732 2.5252 0.011 -0.090 0.168 0.7386
C 1.4474 0.3481 3.3575 -0.006 0.101 -0.076 -0.5461
C 1.0356 0.1124 4.6339 -0.051 0.000 0.021 -0.6375
N -0.3127 -0.1223 4.5747 0.091 -0.012 0.086 0.1796
C -1.1631 -0.4342 5.7244 0.044 0.018 -0.075 -0.7897
C -1.8293 -1.6277 1.4355 0.085 0.087 0.191 -0.1485
N -0.6588 -1.6377 0.8000 -0.352 -0.198 -0.155 0.6696
C -0.5751 -2.8319 0.1353 0.079 0.078 0.039 -0.7328
C -1.7067 -3.5457 0.3795 -0.069 0.001 0.045 -0.5691
N -2.4917 -2.7741 1.1988 0.012 -0.114 -0.028 0.2354
C -3.7980 -3.1696 1.7290 0.116 0.022 -0.021 -0.7990
H -5.1826 2.9074 2.1510 -0.029 -0.007 0.022 0.3319
H -4.3833 1.9253 3.3868 -0.022 -0.004 0.008 0.3271
H -5.2757 1.1401 2.0576 -0.021 0.007 0.021 0.3149
H -3.7796 3.7805 0.3818 -0.001 0.018 -0.011 0.4605
H -1.3831 3.0615 -0.7621 0.011 0.007 0.014 0.4601
H 2.4357 0.5679 2.9912 0.010 -0.014 0.000 0.5155
H 1.5742 0.0916 5.5644 0.017 -0.001 0.013 0.4559
H -0.5307 -0.4797 6.6055 -0.025 -0.002 0.015 0.3266
H -1.6435 -1.3995 5.5830 -0.022 0.015 0.018 0.3286
H -1.9098 0.3443 5.8601 -0.020 -0.018 0.017 0.3214
H 0.2853 -3.0854 -0.4590 -0.003 -0.001 -0.011 0.6504
H -2.0191 -4.5233 0.0585 0.004 -0.025 -0.020 0.4880
H -4.1004 -4.0806 1.2220 -0.037 -0.003 0.028 0.3183
H -4.5310 -2.3925 1.5285 -0.014 -0.012 0.019 0.3252
H -3.7289 -3.3564 2.7983 -0.033 -0.003 0.001 0.3413
Cl 1.4296 2.5237 0.5182 0.243 0.267 0.068 -0.2401
C 3.0930 1.9189 0.4366 -0.207 0.231 0.025 1.5265
C 4.1785 2.7455 0.6043 0.052 -0.090 -0.050 -0.8601
C 5.4338 2.1495 0.5297 -0.005 -0.021 0.007 -0.5417
C 5.5617 0.7861 0.2952 -0.068 0.036 -0.023 -0.4936
C 4.4373 -0.0096 0.1288 0.135 -0.085 -0.037 0.2071
Cl 4.6025 -1.6998 -0.1765 -0.034 0.059 0.024 -0.1820
C 3.1616 0.5470 0.2061 -0.443 -0.367 -0.124 -0.9443
N 1.9589 -0.1368 0.1024 -0.078 0.474 0.399 -0.1055
H 4.0581 3.8037 0.7843 0.014 0.020 0.008 0.5007
H 6.3205 2.7535 0.6568 0.009 0.015 0.001 0.4193
H 6.5383 0.3272 0.2363 0.024 0.014 0.004 0.4698
C -1.1250 -2.1859 -3.9113 0.012 0.019 -0.017 -1.1303
N 0.0375 -1.3247 -4.1159 0.007 -0.057 -0.128 0.0585
C 1.0531 -1.8921 -5.0097 -0.002 0.021 0.073 -1.2026
C 0.2612 -0.2347 -3.3841 0.072 -0.109 0.212 0.7183
S -0.7021 0.0027 -1.9465 0.020 0.418 0.155 -0.4289
N 1.1402 0.6714 -3.8204 -0.025 0.006 -0.001 0.1617
C 1.7150 1.6773 -2.9409 -0.005 0.014 -0.011 -0.5279
C 1.2856 0.9816 -5.2461 0.018 -0.040 0.002 -1.2224
H -1.3575 -2.6556 -4.8650 -0.018 -0.024 0.014 0.4218
H -1.9810 -1.6062 -3.5816 0.022 -0.023 -0.012 0.3907
H -0.9026 -2.9603 -3.1745 -0.033 -0.002 0.001 0.3340
H 1.0645 -2.9685 -4.8440 0.019 0.002 -0.019 0.4424
H 2.0328 -1.4945 -4.7587 -0.014 0.014 -0.028 0.3884
H 0.8317 -1.7038 -6.0592 0.004 -0.009 -0.008 0.3473
H 1.8089 1.2797 -1.9388 0.004 0.009 -0.018 -0.2256
H 1.1049 2.5837 -2.9345 -0.005 0.001 0.041 0.3683
H 2.7089 1.9227 -3.3136 -0.007 0.013 -0.009 0.4646
H 0.5077 0.4905 -5.8208 -0.010 -0.003 -0.018 0.4373
H 2.2646 0.6960 -5.6282 0.011 -0.006 -0.011 0.3422
H 1.1640 2.0585 -5.3600 0.021 0.006 -0.017 0.4039
```
Forces are in eV/Å.

Summary:
Maximum force ... 0.0287 hartree/bohr
Electronic energy ... -106023.466 eV
Total charge ... +2
HOMO energy ... -13.2 eV
Gap between HOMO and LUMO ... 7.649 eV
LUMO level ... -5.519 eV